ORCA calculation (wB97M-V/def2-TZVPD) on a cluster of 7 separate species, C14H21N7 in total.

Positions of all 42 atoms, in Å:
C (0.97, -2.11, 1.42)
C (1.54, -3.42, 1.59)
N (1.97, -4.48, 1.65)
H (0.87, -1.83, 0.37)
H (1.45, -1.32, 1.99)
H (-0.07, -2.23, 1.75)
C (-0.01, 1.01, 0.15)
C (0.51, 1.34, 1.51)
N (0.90, 1.53, 2.60)
H (0.77, 1.11, -0.60)
H (-0.81, 1.64, -0.23)
H (-0.31, -0.03, 0.09)
C (-4.71, 3.84, -2.31)
C (-3.78, 2.76, -1.91)
N (-3.07, 1.93, -1.56)
H (-5.73, 3.48, -2.37)
H (-4.51, 4.33, -3.27)
H (-4.68, 4.56, -1.49)
C (-1.49, -3.29, -3.10)
C (-1.46, -2.94, -1.68)
N (-1.39, -2.73, -0.56)
H (-0.46, -3.17, -3.43)
H (-2.11, -2.59, -3.67)
H (-1.74, -4.32, -3.34)
C (4.21, 0.81, -3.28)
C (3.68, 0.35, -1.98)
N (3.36, 0.01, -0.93)
H (3.37, 1.14, -3.89)
H (4.76, 0.00, -3.75)
H (5.05, 1.46, -3.07)
C (-3.32, 0.54, 1.71)
C (-3.27, 1.10, 3.03)
N (-3.26, 1.51, 4.12)
H (-4.23, 0.87, 1.21)
H (-3.36, -0.55, 1.66)
H (-2.35, 0.82, 1.31)
C (3.94, 0.14, 3.10)
C (3.50, -1.01, 3.91)
N (3.08, -1.82, 4.63)
H (5.00, 0.40, 3.12)
H (3.43, 1.02, 3.50)
H (3.75, 0.16, 2.03)

Computed properties:
LUMO in eV: 0.044
ΔE to the lowest compared entry with this formula, charge and spin in kcal/mol: 24.0
2S+1: 1
SMILES: CC#N.CC#N.CC#N.CC#N.CC#N.CC#N.CC#N
Highest occupied orbital energy in eV: -10.843


ORCA calculation (wB97M-V/def2-TZVPD) on a structure of composition C42H38ClFN5O3PSTa.

Positions of all 93 atoms, in Å:
Ta (1.20, 0.92, 0.44)
C (4.46, 4.52, -2.24)
C (4.77, 3.20, -1.64)
N (5.94, 2.78, -1.28)
N (5.72, 1.53, -0.76)
C (4.44, 1.17, -0.78)
S (3.68, -0.24, -0.28)
N (3.82, 2.24, -1.35)
N (2.45, 2.23, -1.55)
H (5.39, 5.02, -2.49)
H (3.91, 5.14, -1.53)
H (3.85, 4.40, -3.14)
H (6.49, 0.99, -0.40)
H (2.22, 2.05, -2.52)
H (2.05, 3.12, -1.26)
C (4.27, -4.18, -2.88)
C (4.06, -4.46, -1.53)
C (3.04, -3.82, -0.84)
C (2.23, -2.89, -1.49)
C (2.46, -2.61, -2.84)
C (3.47, -3.26, -3.53)
P (0.87, -1.99, -0.69)
C (-0.57, -3.08, -0.85)
C (-1.75, -2.64, -0.24)
C (-2.87, -3.46, -0.23)
C (-2.83, -4.70, -0.86)
C (-1.67, -5.12, -1.49)
C (-0.54, -4.31, -1.49)
C (1.17, -2.06, 1.10)
C (1.13, -3.20, 1.90)
C (1.38, -3.10, 3.25)
C (1.66, -1.85, 3.83)
C (1.65, -0.71, 3.05)
C (1.39, -0.80, 1.67)
H (5.06, -4.69, -3.41)
H (4.68, -5.18, -1.02)
H (2.89, -4.04, 0.21)
H (1.84, -1.88, -3.35)
H (3.62, -3.05, -4.58)
H (-1.79, -1.66, 0.23)
H (-3.78, -3.11, 0.25)
H (-3.71, -5.33, -0.85)
H (-1.64, -6.08, -1.98)
H (0.37, -4.66, -1.97)
H (0.89, -4.16, 1.46)
H (1.35, -3.98, 3.88)
H (1.85, -1.78, 4.89)
H (1.82, 0.26, 3.51)
F (2.54, 1.98, 1.23)
C (-4.06, -1.93, -3.32)
C (-4.47, -1.10, -2.14)
C (-5.63, -1.35, -1.44)
C (-6.01, -0.52, -0.39)
Cl (-7.48, -0.87, 0.48)
C (-5.25, 0.57, -0.04)
C (-4.07, 0.83, -0.72)
C (-3.69, 0.00, -1.76)
O (-2.56, 0.19, -2.52)
C (-1.86, 1.39, -2.43)
C (-0.74, 1.42, -1.41)
O (0.17, 2.26, -1.52)
O (-0.65, 0.54, -0.48)
H (-4.71, -2.80, -3.42)
H (-3.03, -2.28, -3.24)
H (-4.13, -1.35, -4.25)
H (-6.25, -2.19, -1.71)
H (-5.57, 1.22, 0.76)
H (-3.46, 1.66, -0.40)
H (-2.51, 2.26, -2.27)
H (-1.38, 1.53, -3.40)
C (1.49, 5.70, 3.02)
C (1.30, 4.66, 3.93)
C (0.82, 3.43, 3.49)
C (0.55, 3.24, 2.15)
C (0.71, 4.28, 1.24)
C (1.18, 5.51, 1.68)
N (0.07, 1.97, 1.68)
C (-1.23, 1.62, 2.19)
C (-2.13, 2.63, 2.52)
C (-3.36, 2.31, 3.08)
C (-3.71, 0.99, 3.31)
C (-2.83, -0.02, 2.95)
C (-1.60, 0.29, 2.39)
H (1.86, 6.65, 3.37)
H (1.53, 4.80, 4.97)
H (0.66, 2.62, 4.19)
H (0.41, 4.14, 0.21)
H (1.30, 6.33, 0.98)
H (-1.87, 3.67, 2.36)
H (-4.04, 3.11, 3.35)
H (-4.66, 0.74, 3.76)
H (-3.09, -1.06, 3.11)
H (-0.91, -0.51, 2.16)

Computed properties:
LUMO in eV: -3.330
ΔE to the lowest compared entry with this formula, charge and spin in kcal/mol: 26.6
Charge: +1
2S+1: 1
Highest occupied orbital energy in eV: -10.365


ORCA calculation (wB97M-V/def2-TZVPD) on a cluster of 3 separate species, C9H24FN4O2 in total.

Positions of all 40 atoms, in Å:
C (-1.22, -3.82, -0.70)
C (-0.99, -4.36, 0.69)
F (-2.21, -4.44, 1.40)
C (-0.11, -3.45, 1.52)
N (-0.26, -3.85, 2.97)
N (0.74, -3.23, 3.79)
H (-0.31, -3.91, -1.29)
H (-2.00, -4.41, -1.18)
H (-1.50, -2.77, -0.66)
H (-0.59, -5.38, 0.66)
H (0.95, -3.57, 1.27)
H (-0.40, -2.40, 1.45)
H (-0.29, -4.88, 3.04)
H (-1.17, -3.52, 3.28)
H (1.61, -3.74, 3.67)
H (0.45, -3.30, 4.76)
C (-1.86, 0.18, 1.04)
O (-1.14, -0.72, 0.60)
N (-1.44, 1.41, 1.32)
C (-2.34, 2.43, 1.82)
C (-0.04, 1.75, 1.10)
H (-2.94, 0.02, 1.21)
H (-2.38, 3.28, 1.14)
H (-2.02, 2.79, 2.80)
H (-3.35, 2.02, 1.91)
H (0.23, 1.64, 0.06)
H (0.61, 1.11, 1.70)
H (0.11, 2.79, 1.39)
C (2.16, 2.85, -2.07)
O (1.71, 3.29, -1.03)
N (2.01, 3.44, -3.27)
C (2.57, 2.89, -4.48)
C (1.27, 4.69, -3.33)
H (2.74, 1.92, -2.12)
H (3.29, 3.58, -4.93)
H (1.79, 2.67, -5.21)
H (3.09, 1.96, -4.24)
H (1.74, 5.45, -2.71)
H (0.25, 4.56, -2.98)
H (1.25, 5.04, -4.37)

Computed properties:
LUMO in eV: -3.075
Charge: +1
2S+1: 1
Highest occupied orbital energy in eV: -11.158


ORCA calculation (wB97M-V/def2-TZVPD) on a structure of composition C22H18BrN3O4Pd.

Positions of all 49 atoms, in Å:
Pd (1.20, -0.57, -0.82)
C (2.06, -1.46, 3.35)
C (2.22, -1.11, 2.00)
N (1.32, -1.40, 1.04)
C (0.28, -2.16, 1.42)
C (0.09, -2.65, 2.76)
C (1.03, -2.30, 3.73)
C (-1.18, -3.28, 3.11)
C (-2.10, -3.69, 2.13)
C (-1.87, -3.21, 0.76)
C (-2.79, -3.39, -0.32)
C (-2.43, -2.95, -1.56)
C (-1.23, -2.27, -1.76)
N (-0.42, -1.90, -0.78)
C (-0.69, -2.48, 0.44)
H (2.71, -0.98, 4.07)
H (3.08, -0.52, 1.63)
H (0.82, -2.66, 4.74)
H (-1.37, -3.36, 4.19)
H (-2.91, -4.37, 2.34)
H (-3.71, -3.89, -0.09)
H (-3.17, -3.01, -2.39)
H (-1.05, -1.93, -2.79)
N (1.35, 0.58, -2.49)
C (2.44, 0.38, -3.41)
C (3.56, -0.53, -3.00)
C (4.04, -0.26, -1.51)
O (5.23, -0.24, -1.22)
O (3.16, 0.00, -0.60)
H (0.45, 0.50, -2.99)
H (1.36, 1.51, -1.93)
H (2.87, 1.36, -3.71)
H (1.93, 0.03, -4.33)
H (4.43, -0.35, -3.67)
H (3.24, -1.60, -3.17)
Br (0.02, 3.30, 2.70)
C (-1.25, 3.78, 1.41)
C (-2.16, 4.81, 1.71)
C (-3.03, 5.28, 0.72)
C (-2.96, 4.72, -0.56)
C (-2.07, 3.73, -0.86)
C (-1.24, 3.21, 0.11)
C (-0.18, 2.11, -0.21)
O (0.95, 2.50, -0.66)
O (-0.52, 0.91, 0.08)
H (-2.18, 5.17, 2.75)
H (-3.70, 6.12, 0.89)
H (-3.66, 5.11, -1.34)
H (-1.96, 3.42, -1.89)

Computed properties:
LUMO (alpha / beta) in eV: -0.983 / -1.130
ΔE to the lowest compared entry with this formula, charge and spin in kcal/mol: 18.5
2S+1: 3
Expectation value of S²: 2.01
Highest occupied orbital energy (alpha / beta) in eV: -7.049 / -8.499


ORCA calculation (wB97M-V/def2-TZVPD) on the molecule C18H28N4O.

Positions of all 51 atoms, in Å:
C (1.65, 3.20, 2.11)
C (1.47, 2.20, 0.97)
C (2.60, 2.30, -0.05)
C (2.39, 1.37, -1.25)
N (2.31, -0.02, -0.88)
C (1.23, -0.85, -0.95)
C (-0.08, -0.47, -1.55)
N (-0.78, 0.49, -0.70)
C (-1.89, 1.15, -1.35)
C (-3.13, 0.26, -1.52)
N (-3.56, -0.22, -0.21)
C (-4.79, -0.97, -0.29)
C (-5.44, -1.15, 1.08)
O (-6.78, -1.59, 0.99)
C (-2.48, -0.97, 0.41)
C (-1.24, -0.09, 0.55)
N (1.47, -2.05, -0.48)
C (2.78, -2.03, -0.07)
C (3.56, -3.04, 0.49)
C (4.88, -2.75, 0.77)
C (5.42, -1.49, 0.50)
C (4.66, -0.48, -0.05)
C (3.33, -0.76, -0.33)
H (0.84, 3.10, 2.83)
H (2.59, 3.02, 2.62)
H (1.65, 4.21, 1.72)
H (1.45, 1.18, 1.38)
H (0.52, 2.37, 0.47)
H (3.55, 2.05, 0.44)
H (2.67, 3.32, -0.42)
H (1.45, 1.64, -1.74)
H (3.21, 1.50, -1.96)
H (-0.63, -1.40, -1.71)
H (0.09, 0.00, -2.52)
H (-1.57, 1.53, -2.33)
H (-2.17, 2.00, -0.72)
H (-3.93, 0.84, -1.96)
H (-2.89, -0.58, -2.20)
H (-4.65, -1.96, -0.77)
H (-5.49, -0.40, -0.92)
H (-5.37, -0.21, 1.63)
H (-4.93, -1.93, 1.66)
H (-7.28, -0.93, 0.49)
H (-2.80, -1.28, 1.41)
H (-2.24, -1.88, -0.17)
H (-0.42, -0.67, 0.98)
H (-1.47, 0.75, 1.22)
H (3.14, -4.01, 0.68)
H (5.51, -3.51, 1.21)
H (6.46, -1.31, 0.73)
H (5.10, 0.49, -0.27)

Computed properties:
LUMO in eV: 0.749
ΔE to the lowest compared entry with this formula, charge and spin in kcal/mol: 34.2
2S+1: 1
SMILES: CCCCn1c(CN2CCN(CCO)CC2)nc2ccccc21
Highest occupied orbital energy in eV: -8.361